49
Properties=species:S:1:pos:R:3:lowdin_spin:R:1 method="wB97M-V/def2-TZVPD" total_charge=0 e_lumo_ev="0.14 / -0.53" spin_multiplicity=3 s_squared=2.007 largest_force_ev_per_a=3.37
Pd -0.82 0.24 0.35 1.37
C -3.46 -1.56 0.46 0.01
C -3.14 -1.25 -0.95 0.00
N -2.48 0.03 -1.25 0.06
C -3.27 1.25 -1.44 0.01
C -4.01 1.70 -0.19 0.00
S -2.82 1.97 1.19 0.07
C -3.56 0.81 2.44 0.00
C -2.72 -0.53 2.62 0.01
N -2.34 -1.10 1.32 0.08
H -4.40 -1.08 0.82 0.00
H -3.70 -2.67 0.55 0.00
H -2.40 -1.96 -1.30 0.00
H -4.00 -1.33 -1.58 0.00
H -2.10 -0.26 -2.16 0.00
H -2.56 2.02 -1.75 0.00
H -4.00 1.25 -2.30 0.00
H -4.55 2.65 -0.44 0.00
H -4.66 0.93 0.24 0.00
H -3.51 1.35 3.39 0.00
H -4.56 0.63 2.13 0.00
H -1.75 -0.22 3.10 0.00
H -3.36 -1.17 3.29 0.00
H -1.76 -1.95 1.56 0.00
C 3.50 -1.53 -2.87 0.00
C 3.30 -1.51 -1.38 0.00
N 2.27 -0.51 -1.06 0.00
C 2.36 0.82 -1.17 0.01
S 0.95 1.76 -0.83 0.08
N 3.53 1.54 -1.49 0.00
C 4.72 1.60 -0.56 0.00
C 4.42 1.71 0.92 0.00
H 4.39 -2.18 -3.07 0.00
H 3.76 -0.56 -3.25 0.00
H 2.63 -1.80 -3.37 0.00
H 4.11 -1.28 -0.73 0.00
H 2.86 -2.37 -0.98 0.00
H 1.47 -0.75 -0.52 0.00
H 3.21 2.44 -1.77 0.00
H 5.22 2.47 -1.02 0.00
H 5.41 0.78 -0.82 0.00
H 3.83 2.55 1.08 0.00
H 5.37 1.78 1.46 0.00
H 3.86 0.84 1.22 0.00
O 2.66 -1.09 2.07 0.01
Se 1.03 -1.14 2.12 0.00
O 0.45 -1.60 0.57 0.13
O 0.35 0.44 2.20 0.13
O 0.30 -2.11 3.15 0.01



49
Properties=species:S:1:pos:R:3:lowdin_charge:R:1 method="wB97M-V/def2-TZVPD" total_charge=+1 e_lumo_ev=-4.28 smiles="CCN[n+]1c(CC(=O)I)cc(C(=O)O)c(CCN)c1CCCOC" largest_force_ev_per_a=1.75
C 2.05 2.43 1.65 -0.08
C 1.85 1.43 2.76 -0.24
N 1.55 0.05 2.34 0.02
N 0.26 -0.19 1.80 0.05
C -0.84 -0.16 2.60 -0.19
C -0.78 0.19 4.08 -0.09
C -1.58 1.46 4.38 -0.81
O -2.12 1.59 5.41 0.06
I -1.77 3.02 2.91 0.94
C -2.07 -0.50 2.08 0.05
C -2.19 -0.87 0.75 -0.03
C -3.56 -1.26 0.28 -0.49
O -4.34 -0.46 -0.11 0.22
O -3.88 -2.57 0.48 0.14
C -1.06 -0.89 -0.07 -0.06
C -1.25 -1.30 -1.51 -0.11
C -1.83 -0.18 -2.39 -0.24
N -2.07 -0.60 -3.77 0.02
C 0.18 -0.55 0.48 -0.06
C 1.44 -0.64 -0.32 -0.08
C 1.73 0.62 -1.19 -0.12
C 1.65 0.40 -2.70 -0.23
O 2.96 0.15 -3.20 -0.18
C 2.97 -0.75 -4.30 -0.08
H 1.13 2.66 1.13 0.05
H 2.84 2.16 0.98 0.07
H 2.36 3.36 2.12 0.09
H 2.79 1.35 3.31 0.13
H 1.13 1.84 3.46 0.07
H 1.71 -0.60 3.09 0.14
H -1.23 -0.64 4.61 0.14
H 0.24 0.36 4.37 0.11
H -2.93 -0.50 2.72 0.16
H -3.36 -3.11 -0.13 0.13
H -0.35 -1.70 -1.96 0.10
H -1.97 -2.12 -1.53 0.12
H -2.78 0.12 -1.97 0.11
H -1.14 0.66 -2.41 0.10
H -1.42 -1.34 -4.03 0.07
H -2.99 -1.00 -3.85 0.07
H 1.42 -1.51 -0.97 0.12
H 2.25 -0.80 0.37 0.11
H 2.72 0.99 -0.94 0.11
H 1.02 1.39 -0.93 0.10
H 1.28 1.32 -3.16 0.13
H 0.99 -0.43 -2.93 0.09
H 2.96 -1.78 -3.94 0.09
H 2.13 -0.56 -4.97 0.09
H 3.87 -0.55 -4.87 0.09



30
Properties=species:S:1:pos:R:3:lowdin_charge:R:1 method="wB97M-V/def2-TZVPD" total_charge=0 e_lumo_ev=0.89 smiles=CCc1ccc(O)cc1.CCC largest_force_ev_per_a=6.21 e_above_lowest_ev=2.618
C -2.30 -0.38 0.70 -0.10
C -0.92 0.21 0.34 -0.29
C 0.13 0.05 1.37 -0.27
C 0.27 0.87 2.49 -0.04
C 1.07 0.41 3.59 -0.02
C 1.78 -0.79 3.39 -0.34
O 2.52 -1.31 4.42 0.02
C 1.67 -1.52 2.22 -0.05
C 0.91 -1.13 1.17 -0.05
H -2.66 0.21 1.64 0.10
H -2.16 -1.48 0.88 0.08
H -3.07 -0.29 -0.14 0.09
H -0.61 -0.26 -0.72 0.08
H -0.92 1.27 0.04 0.10
H -0.59 1.60 2.59 0.13
H 1.20 1.11 4.51 0.14
H 2.51 -0.63 5.14 0.11
H 2.26 -2.53 2.18 0.16
H 1.14 -1.71 0.24 0.13
C 0.22 1.80 -3.66 -0.12
C -0.10 0.58 -2.79 -0.39
C -0.72 -0.63 -3.27 -0.18
H 0.52 2.73 -3.11 0.08
H 1.11 1.57 -4.30 0.08
H -0.57 2.07 -4.32 0.05
H 0.87 0.40 -2.13 0.14
H -0.85 0.82 -1.91 0.09
H -0.04 -1.15 -4.10 0.11
H -1.00 -1.34 -2.53 0.04
H -1.69 -0.54 -3.90 0.10



67
Properties=species:S:1:pos:R:3:lowdin_charge:R:1 method="wB97M-V/def2-TZVPD" total_charge=0 e_lumo_ev=0.41 smiles="O=c1[nH]cnc2c(Sc3ccccc3OCP(=O)(O)O)c[nH]c12.CNC(=O)[C@H](Cc1ccccc1)NC(C)=O" largest_force_ev_per_a=3.07
O 5.81 -4.09 -2.91 0.05
C 5.60 -2.91 -2.70 -0.43
N 5.33 -2.10 -3.77 0.15
C 5.06 -0.75 -3.57 -0.12
N 5.05 -0.20 -2.37 0.12
C 5.33 -1.00 -1.27 -0.24
C 5.36 -0.68 0.15 -0.50
S 4.99 0.88 0.87 1.01
C 3.27 0.73 1.28 -0.42
C 2.43 -0.16 0.58 -0.07
C 1.08 -0.27 0.90 -0.07
C 0.54 0.51 1.93 -0.08
C 1.36 1.41 2.61 0.00
C 2.72 1.53 2.30 -0.30
O 3.56 2.37 2.99 -0.13
C 3.08 3.71 3.24 -0.18
P 4.43 4.77 3.84 0.40
O 5.13 5.48 2.76 -0.29
O 5.53 3.89 4.57 -0.10
O 3.91 5.88 4.82 -0.10
C 5.65 -1.83 0.84 -0.06
N 5.81 -2.85 -0.10 0.11
C 5.60 -2.34 -1.38 -0.12
H 5.31 -2.51 -4.69 0.16
H 4.84 -0.11 -4.42 0.12
H 2.82 -0.76 -0.24 0.10
H 0.44 -0.96 0.36 0.10
H -0.51 0.42 2.19 0.09
H 0.93 2.00 3.42 0.11
H 2.30 3.71 4.00 0.10
H 2.69 4.16 2.32 0.13
H 5.86 3.36 3.84 0.09
H 4.71 6.42 4.89 0.09
H 5.72 -1.92 1.92 0.13
H 6.01 -3.83 0.10 0.17
C -6.14 -2.03 -3.94 -0.06
N -5.04 -2.91 -3.56 0.03
C -4.03 -2.67 -2.71 -0.46
O -3.16 -3.53 -2.60 0.05
C -3.94 -1.34 -1.92 -0.18
C -2.77 -1.32 -0.92 -0.10
C -2.67 -0.05 -0.09 -0.23
C -2.04 1.09 -0.62 -0.04
C -1.97 2.28 0.14 -0.08
C -2.52 2.32 1.43 -0.10
C -3.14 1.18 1.96 -0.09
C -3.21 -0.01 1.21 -0.04
N -5.19 -0.93 -1.24 0.10
C -5.93 -1.71 -0.44 -0.57
C -7.12 -1.05 0.21 0.00
O -5.68 -2.88 -0.22 0.07
H -6.93 -2.07 -3.19 0.07
H -5.78 -1.00 -4.04 0.08
H -6.55 -2.35 -4.90 0.09
H -5.02 -3.83 -3.97 0.15
H -3.73 -0.58 -2.66 0.15
H -1.84 -1.46 -1.46 0.12
H -2.87 -2.17 -0.24 0.13
H -1.61 1.06 -1.61 0.11
H -1.48 3.15 -0.27 0.10
H -2.46 3.23 2.01 0.10
H -3.56 1.21 2.96 0.10
H -3.69 -0.88 1.62 0.11
H -5.46 0.03 -1.33 0.15
H -6.78 -0.25 0.86 0.08
H -7.79 -0.66 -0.56 0.08
H -7.65 -1.80 0.80 0.09



99
Properties=species:S:1:pos:R:3:lowdin_spin:R:1 method="wB97M-V/def2-TZVPD" total_charge=+1 e_lumo_ev="-3.32 / -3.90" spin_multiplicity=6 s_squared=8.791 largest_force_ev_per_a=9.99
C -3.16 0.95 -0.62 0.00
C -3.37 -1.17 0.39 0.02
C -4.54 1.07 -0.66 0.01
C -4.74 -1.18 0.06 0.01
C -5.35 -0.05 -0.44 0.00
H -4.96 2.01 -0.97 0.00
H -5.27 -2.10 0.31 0.00
H -6.43 0.01 -0.53 0.00
N -2.57 -0.15 -0.14 0.06
P -0.60 1.70 -1.66 0.08
P -0.97 -2.03 1.61 0.09
C -2.33 2.10 -1.17 0.00
H -2.86 2.47 -2.06 0.00
H -2.31 2.93 -0.43 0.00
C -2.81 -2.22 1.18 0.10
H -3.30 -3.18 1.01 0.01
C 0.38 -3.49 1.41 0.02
C -1.56 -1.80 3.39 0.01
C -0.84 1.30 -3.52 0.02
C 0.27 3.41 -1.48 0.01
C 1.58 -3.18 0.51 0.00
H 2.12 -2.26 0.81 0.00
H 2.30 -4.01 0.60 0.00
H 1.32 -3.11 -0.56 0.00
C 0.99 -3.84 2.77 0.00
H 1.62 -3.02 3.14 0.00
H 0.26 -4.12 3.54 0.00
H 1.66 -4.71 2.63 0.00
C -0.41 -4.65 0.79 0.00
H 0.22 -5.56 0.77 0.00
H -1.31 -4.90 1.37 0.00
H -0.72 -4.42 -0.25 0.00
C -0.44 -1.43 4.36 0.00
H 0.13 -0.57 4.02 0.00
H -0.92 -1.16 5.31 0.00
H 0.25 -2.24 4.58 0.00
C -2.56 -0.62 3.43 0.00
H -2.17 0.23 2.86 0.00
H -3.54 -0.89 3.02 0.00
H -2.71 -0.28 4.47 0.00
C -2.22 -3.14 3.76 0.01
H -2.69 -3.65 2.90 0.00
H -1.52 -3.86 4.20 0.00
H -3.03 -2.97 4.48 0.00
C 1.65 3.37 -2.16 0.00
H 2.23 4.24 -1.80 0.00
H 2.22 2.47 -1.88 0.00
H 1.61 3.44 -3.25 0.00
C 0.49 3.68 0.02 0.00
H -0.45 3.70 0.57 0.00
H 1.16 2.96 0.48 0.00
H 0.95 4.68 0.11 0.00
C -0.55 4.60 -2.00 0.00
H 0.04 5.51 -1.83 0.00
H -0.76 4.58 -3.08 0.00
H -1.50 4.72 -1.46 0.00
C -2.03 0.38 -3.79 0.00
H -2.17 0.28 -4.88 0.00
H -1.88 -0.63 -3.39 0.00
H -2.97 0.78 -3.39 0.00
C 0.46 0.65 -3.99 0.00
H 0.69 -0.26 -3.43 0.00
H 0.38 0.36 -5.04 0.00
H 1.32 1.33 -3.90 0.00
C -1.07 2.57 -4.35 0.01
H -1.93 3.14 -3.99 0.00
H -0.18 3.21 -4.40 0.00
H -1.31 2.27 -5.38 0.00
Mn -0.56 -0.33 -0.16 4.23
C 0.16 0.62 1.20 0.10
O 0.54 1.23 2.14 0.07
N -0.05 -1.57 -1.78 0.01
C -0.02 -2.26 -2.81 0.07
C -0.64 -3.46 -3.35 0.01
C 0.01 -4.23 -4.34 0.01
C -1.81 -3.93 -2.73 0.01
C -0.71 -5.27 -4.96 0.00
H 1.06 -4.03 -4.59 0.00
C -2.51 -4.98 -3.33 0.00
H -2.16 -3.49 -1.80 0.00
C -2.00 -5.61 -4.47 0.01
H -0.31 -5.78 -5.84 0.00
H -3.48 -5.27 -2.91 0.00
H -2.60 -6.37 -4.99 0.00
C 5.07 -0.52 2.49 0.00
C 3.74 0.17 2.20 0.00
O 3.17 -0.15 0.93 0.01
C 3.82 0.43 -0.20 0.00
C 4.94 -0.43 -0.78 0.00
H 5.08 -1.56 2.14 0.00
H 5.24 -0.51 3.57 0.00
H 5.90 0.03 2.02 0.00
H 2.98 -0.15 2.93 0.00
H 3.86 1.26 2.28 0.00
H 3.02 0.56 -0.95 0.00
H 4.22 1.42 0.07 0.00
H 4.57 -1.42 -1.08 0.00
H 5.35 0.07 -1.66 0.00
H 5.76 -0.55 -0.06 0.00



132
Properties=species:S:1:pos:R:3:lowdin_charge:R:1 method="wB97M-V/def2-TZVPD" total_charge=0 e_lumo_ev=0.30 largest_force_ev_per_a=3.42 e_above_lowest_ev=7.229
C 2.37 -9.11 -2.22 -0.09
C 1.70 -7.87 -2.84 -0.33
O 2.00 -6.74 -2.05 -0.08
H 2.14 -9.12 -1.15 0.07
H 3.44 -9.20 -2.43 0.07
H 1.89 -9.97 -2.69 0.07
H 0.63 -8.00 -2.97 0.11
H 2.13 -7.74 -3.83 0.10
H 1.22 -6.19 -1.95 0.08
C -1.51 3.18 9.25 -0.07
C -0.51 3.05 10.44 -0.35
O -0.57 1.86 11.13 -0.08
H -1.67 4.21 8.94 0.07
H -2.41 2.61 9.47 0.07
H -0.98 2.79 8.39 0.06
H -0.73 3.74 11.26 0.11
H 0.47 3.20 9.99 0.10
H -0.17 2.01 11.98 0.09
C 8.63 3.96 1.13 -0.08
C 8.44 2.43 1.10 -0.32
O 8.45 1.75 -0.13 -0.09
H 9.27 4.27 1.96 0.06
H 7.72 4.52 1.34 0.07
H 9.25 4.41 0.36 0.07
H 7.56 2.16 1.69 0.10
H 9.25 1.88 1.56 0.10
H 8.45 0.79 -0.09 0.08
C -9.31 -4.04 -1.77 -0.10
C -9.34 -3.62 -3.18 -0.34
O -9.01 -4.76 -3.93 -0.09
H -8.31 -4.06 -1.32 0.08
H -9.74 -5.01 -1.50 0.08
H -9.77 -3.33 -1.08 0.07
H -8.69 -2.77 -3.35 0.11
H -10.29 -3.38 -3.66 0.11
H -9.01 -4.53 -4.86 0.08
C 6.14 4.63 -7.20 -0.09
C 4.72 4.22 -7.62 -0.34
O 4.26 5.17 -8.53 -0.08
H 6.74 4.51 -8.11 0.07
H 6.62 4.01 -6.45 0.07
H 6.27 5.64 -6.82 0.07
H 4.10 4.00 -6.76 0.11
H 4.70 3.32 -8.23 0.11
H 4.68 4.93 -9.35 0.08
C -1.95 7.96 -4.51 -0.08
C -1.05 6.71 -4.74 -0.35
O -1.21 6.18 -6.00 -0.07
H -1.74 8.37 -3.52 0.06
H -3.01 7.75 -4.42 0.07
H -1.70 8.76 -5.21 0.07
H -1.42 5.87 -4.15 0.11
H -0.03 7.00 -4.51 0.11
H -0.32 6.14 -6.37 0.09
C 7.07 -3.27 -5.23 -0.10
C 7.92 -4.04 -4.19 -0.33
O 7.33 -3.91 -2.92 -0.07
H 6.03 -3.60 -5.19 0.07
H 7.41 -3.46 -6.25 0.07
H 7.10 -2.20 -5.08 0.07
H 8.95 -3.70 -4.27 0.11
H 7.94 -5.07 -4.54 0.10
H 6.43 -4.23 -2.97 0.08
C -2.28 -3.37 -7.36 -0.10
C -2.87 -4.76 -7.66 -0.31
O -3.29 -5.35 -6.43 -0.10
H -1.93 -3.00 -8.32 0.06
H -1.34 -3.53 -6.83 0.07
H -2.80 -2.55 -6.88 0.07
H -2.23 -5.45 -8.21 0.11
H -3.80 -4.59 -8.20 0.10
H -4.16 -5.04 -6.16 0.08
C -0.77 -0.17 1.21 -0.06
C -0.53 0.14 -0.28 -0.48
C 1.01 0.26 -0.70 -0.03
O -1.13 -0.81 -1.10 -0.06
H -0.24 -1.05 1.56 0.07
H -1.82 -0.39 1.43 0.07
H -0.37 0.63 1.84 0.07
H -1.09 1.05 -0.52 0.12
H 1.57 -0.59 -0.33 0.07
H 1.39 1.13 -0.15 0.07
H 1.21 0.28 -1.77 0.07
H -1.99 -1.05 -0.77 0.08
C -5.25 -8.24 2.25 -0.07
C -4.31 -7.51 3.16 -0.52
C -3.04 -7.13 2.39 -0.06
O -4.86 -6.28 3.51 -0.05
H -6.03 -8.79 2.77 0.08
H -4.65 -9.07 1.87 0.07
H -5.60 -7.74 1.35 0.09
H -4.11 -8.07 4.07 0.14
H -2.39 -6.58 3.07 0.08
H -3.15 -6.47 1.53 0.08
H -2.57 -8.08 2.11 0.07
H -5.33 -6.48 4.32 0.09
C -7.03 4.20 0.57 -0.04
C -7.78 4.01 -0.78 -0.52
C -9.04 3.10 -0.63 -0.05
O -8.32 5.21 -1.13 -0.05
H -6.02 4.54 0.34 0.07
H -6.87 3.30 1.15 0.07
H -7.61 4.88 1.19 0.08
H -7.09 3.67 -1.55 0.13
H -8.76 2.15 -0.18 0.07
H -9.33 2.88 -1.65 0.07
H -9.73 3.66 0.00 0.09
H -8.63 5.04 -2.02 0.09
C 4.97 -3.85 7.06 -0.06
C 5.92 -3.01 7.86 -0.54
C 5.45 -2.53 9.24 -0.03
O 7.11 -3.68 7.92 -0.05
H 5.37 -4.37 6.19 0.08
H 4.18 -3.19 6.71 0.08
H 4.43 -4.57 7.67 0.08
H 6.25 -2.18 7.22 0.13
H 5.00 -1.54 9.32 0.07
H 6.23 -2.26 9.95 0.07
H 4.84 -3.31 9.69 0.08
H 7.49 -3.63 7.04 0.09
C -1.08 8.95 3.87 -0.07
C 0.45 9.26 3.70 -0.42
C 1.12 7.85 3.48 -0.06
O 0.54 10.07 2.51 -0.06
H -1.56 9.81 4.33 0.07
H -1.31 8.04 4.42 0.07
H -1.64 8.89 2.93 0.08
H 0.81 9.82 4.56 0.13
H 0.54 7.18 2.84 0.08
H 1.33 7.31 4.40 0.07
H 2.09 8.02 3.03 0.06
H 1.41 9.86 2.17 0.07



8
Properties=species:S:1:pos:R:3:lowdin_charge:R:1 method="wB97M-V/def2-TZVPD" total_charge=0 e_lumo_ev=0.73 smiles=CC(F)(F)Cl largest_force_ev_per_a=6.11 e_above_lowest_ev=2.519
C 0.34 0.66 -0.17 -0.13
C -0.10 -0.71 0.01 -0.89
F 0.44 -1.68 -0.68 0.12
F 0.34 -0.89 1.42 -0.10
Cl -1.97 -0.65 0.12 0.60
H -0.02 0.86 1.00 0.15
H 1.33 1.05 -0.66 0.11
H -0.35 1.35 -1.04 0.15



33
Properties=species:S:1:pos:R:3:lowdin_spin:R:1 method="wB97M-V/def2-TZVPD" total_charge=+1 e_lumo_ev="-4.29 / -7.19" spin_multiplicity=3 s_squared=2.009 largest_force_ev_per_a=4.80 e_above_lowest_ev=1.062
Au 1.09 -1.39 0.21 0.58
N 1.08 -0.18 2.03 0.15
N 2.40 0.20 2.33 0.01
C 3.34 0.13 1.36 0.01
N 4.51 0.70 1.69 0.00
N 2.90 -0.42 0.18 0.05
N 3.67 -0.38 -0.96 0.01
O 4.83 0.16 -0.84 0.01
O 3.25 -0.78 -2.06 0.01
H 0.45 0.50 1.64 0.00
H 0.66 -0.71 2.78 0.00
H 2.66 0.61 3.24 0.00
H 4.90 0.43 2.61 0.00
H 5.11 0.45 0.88 0.00
O -2.04 -1.19 -1.28 0.04
S -0.97 -2.37 -1.46 0.01
O -1.76 -3.51 -1.89 0.05
O 0.13 -1.95 -2.32 0.07
O -0.47 -2.65 0.00 0.09
C -3.29 -0.55 0.66 0.12
P -2.03 0.39 -0.54 0.18
C -1.81 1.11 -2.27 0.15
C -2.85 2.04 -0.23 0.30
O -0.63 0.58 0.16 0.12
H -4.00 -0.99 -0.03 0.01
H -3.90 0.16 1.27 0.00
H -2.79 -1.30 1.28 0.01
H -2.74 0.96 -2.87 0.00
H -0.99 0.69 -2.83 0.01
H -1.65 2.17 -2.15 0.00
H -3.58 2.27 -1.05 0.01
H -2.09 2.84 -0.29 0.01
H -3.39 2.00 0.75 0.01